Molecular formula: C23H31Br39F4GaO3
Method: DFT, ωB97M-V/def2-TZVPD

Calculated values
E in Eh: -103831.40417
Net charge: -1
2S+1: 1
Gap between HOMO and LUMO in Ha: 0.23760

Cartesian coordinates (Å):
C 1.329 -1.016 3.836
C 0.880 0.331 3.275
C -0.515 0.697 3.804
C 1.012 0.472 1.748
Ga 0.377 -1.110 0.632
O 0.895 -2.789 1.286
C 1.270 -0.922 -1.234
C 1.708 0.531 -1.426
C 1.912 0.912 -2.932
C 0.780 1.720 -3.508
O 0.552 1.733 -4.640
O 0.016 2.494 -2.731
C -1.649 -1.144 0.239
F -1.978 -0.165 -0.681
F -1.893 -2.339 -0.403
C -2.579 -1.128 1.440
F -2.166 -2.016 2.330
F -3.814 -1.582 1.055
H 0.556 -1.745 3.583
H 1.424 -1.027 4.919
H 2.222 -1.368 3.326
H 1.547 1.084 3.718
H -0.934 1.562 3.304
H -0.372 1.000 4.845
H -1.184 -0.160 3.846
H 0.377 1.320 1.463
H 2.026 0.764 1.479
H 0.889 -3.443 0.592
H 0.550 -1.227 -1.999
H 2.137 -1.580 -1.289
H 2.652 0.658 -0.904
H 1.006 1.213 -0.952
H 2.831 1.495 -2.983
H 1.978 -0.001 -3.509
H 0.589 2.926 -2.085
H -2.695 -0.134 1.856
C 2.148 -7.262 -1.043
Br 2.423 -6.678 0.767
Br 1.140 -5.957 -2.033
Br 3.806 -7.718 -1.921
H 1.554 -8.163 -1.005
C -4.687 -0.753 -3.508
Br -3.022 -0.326 -4.392
Br -4.428 -1.044 -1.631
Br -6.035 0.589 -3.855
H -5.047 -1.678 -3.933
C 5.870 -5.778 2.771
Br 4.265 -4.894 3.352
Br 6.432 -5.163 1.037
Br 7.285 -5.629 4.075
H 5.637 -6.828 2.675
C 10.040 -2.919 -0.092
Br 9.300 -2.962 -1.870
Br 8.961 -1.865 1.105
Br 10.338 -4.693 0.596
H 11.003 -2.438 -0.159
C -0.339 -1.832 -7.079
Br 0.500 -0.260 -7.808
Br -0.863 -3.066 -8.469
Br 0.741 -2.689 -5.746
H -1.245 -1.509 -6.586
C 3.580 3.028 -6.820
Br 2.048 1.934 -6.338
Br 3.251 4.113 -8.390
Br 4.164 4.103 -5.325
H 4.397 2.366 -7.067
C -1.603 -7.722 2.794
Br -0.702 -6.238 1.964
Br -2.189 -9.028 1.493
Br -0.530 -8.539 4.182
H -2.491 -7.336 3.271
C -3.212 3.874 1.893
Br -3.268 3.218 3.703
Br -3.233 2.443 0.609
Br -4.613 5.161 1.562
H -2.270 4.391 1.773
C -0.561 1.894 8.103
Br 0.549 3.469 8.177
Br -2.250 2.258 7.242
Br 0.365 0.404 7.307
H -0.783 1.615 9.121
C -2.757 -5.576 -5.007
Br -2.523 -5.058 -3.182
Br -3.746 -4.245 -6.000
Br -1.062 -5.970 -5.831
H -3.342 -6.483 -5.026
C -7.742 6.282 4.292
Br -7.068 7.826 3.354
Br -8.264 4.886 3.076
Br -6.490 5.647 5.611
H -8.630 6.594 4.820
C -2.540 6.336 -1.570
Br -1.388 7.880 -1.431
Br -4.219 6.775 -2.407
Br -1.665 4.864 -2.445
H -2.765 6.020 -0.564
C -0.897 10.798 1.288
Br 0.349 9.659 2.212
Br -1.313 12.380 2.307
Br -0.283 11.234 -0.484
H -1.815 10.241 1.176

=====

Molecular formula: C3H4CoLiO2
Method: DFT, ωB97M-V/def2-TZVPD

Calculated values
E in Eh: -1656.76488
Net charge: +2
2S+1: 5
Gap between HOMO and LUMO (alpha / beta) in Ha: 0.28020 / 0.40202

Cartesian coordinates (Å):
O -0.676 -0.761 -0.623
Li 0.792 -1.126 0.721
C -0.821 0.372 -1.121
C -0.428 1.583 -0.400
H -1.381 0.484 -2.064
H -1.287 2.273 -0.384
H 0.345 2.094 -0.996
Co -1.576 -2.417 -1.438
C 2.258 -1.737 2.415
O 2.944 -2.065 3.240
H -0.171 1.301 0.651

=====

Molecular formula: C12H34Ag2O7S5
Method: DFT, ωB97M-V/def2-TZVPD

Calculated values
E in Eh: -3288.15224
2S+1: 1
Gap between HOMO and LUMO in Ha: 0.17983

Cartesian coordinates (Å):
Ag -0.419 -0.527 2.926
Ag -1.747 -2.692 1.556
O -1.292 1.267 -0.545
C -0.241 0.310 -0.586
C -0.123 -0.526 0.780
O -1.241 -1.082 1.507
H 0.748 0.683 -0.852
H -0.443 -0.343 -1.435
H 0.284 0.134 1.546
H 0.692 -1.238 0.651
C -0.180 2.889 1.281
S -1.189 2.326 2.697
O -1.569 0.895 2.458
C 0.247 2.348 3.885
H -0.775 2.939 0.369
H 0.621 2.171 1.105
H 0.183 3.893 1.498
H 0.876 3.238 3.849
H 0.800 1.444 3.630
H -0.093 2.207 4.911
C 0.829 -3.239 1.628
S 1.929 -2.074 2.637
O 1.285 -0.680 2.623
C 1.502 -2.808 4.288
H 0.944 -2.934 0.588
H -0.210 -2.979 1.828
H 1.138 -4.283 1.661
H 0.657 -2.289 4.740
H 2.369 -2.706 4.941
H 1.149 -3.836 4.200
C -0.468 0.954 -3.606
S -0.206 -0.895 -3.590
O -0.446 -1.429 -4.996
C 1.559 -0.894 -3.131
H -1.412 1.289 -4.036
H 0.323 1.499 -4.120
H -0.491 1.339 -2.586
H 1.923 -1.915 -3.247
H 1.810 -0.571 -2.120
H 2.133 -0.281 -3.825
C -4.153 -2.820 -0.789
S -3.382 -1.368 -1.606
O -3.439 -0.217 -0.648
C -1.703 -2.088 -1.842
H -3.621 -3.058 0.132
H -4.106 -3.670 -1.469
H -5.219 -2.613 -0.687
H -1.222 -2.533 -0.971
H -1.076 -1.278 -2.216
H -1.668 -2.964 -2.489
C 1.401 2.234 -2.178
S 2.838 2.917 -1.409
O 3.331 3.974 -2.430
C 1.945 3.766 -0.065
H 1.812 1.465 -2.832
H 0.819 2.974 -2.728
H 0.849 1.715 -1.395
H 0.947 4.035 -0.412
H 2.458 4.717 0.074
H 1.736 3.211 0.850

=====

Molecular formula: C8H10F6O4
Method: DFT, ωB97M-V/def2-TZVPD

Calculated values
E in Eh: -1210.99012
2S+1: 1
Gap between HOMO and LUMO in Ha: 0.43229

Cartesian coordinates (Å):
C 26.750 4.602 -13.332
C 27.809 5.738 -13.378
O 28.886 5.650 -12.420
C 28.816 6.332 -11.238
O 27.798 6.884 -10.837
C 30.130 6.230 -10.403
F 29.899 5.482 -9.290
F 31.089 5.804 -11.151
F 30.419 7.454 -9.950
H 25.792 4.786 -13.818
H 26.507 4.411 -12.287
H 27.242 3.703 -13.705
H 27.280 6.686 -13.277
H 28.312 5.728 -14.344
C 27.464 6.682 -7.124
C 27.179 5.234 -7.005
O 25.751 4.981 -6.936
C 25.248 3.693 -7.027
O 25.913 2.645 -7.064
C 23.708 3.685 -7.004
F 23.393 3.487 -5.736
F 23.251 4.845 -7.411
F 23.143 2.715 -7.804
H 26.941 7.098 -7.985
H 28.501 7.001 -7.232
H 27.031 7.209 -6.275
H 27.727 4.962 -6.102
H 27.738 4.791 -7.829

=====

Molecular formula: C2H4NO2
Method: DFT, ωB97M-V/def2-TZVPD

Calculated values
E in Eh: -283.66260
Net charge: -1
2S+1: 1
Gap between HOMO and LUMO in Ha: 0.23236

Cartesian coordinates (Å):
C 0.062 0.986 -0.345
C -0.299 -0.282 0.265
N 0.995 -0.255 -0.358
O 2.221 -0.188 0.282
O -1.444 -1.089 -0.076
H -0.048 1.175 -1.375
H 0.323 1.793 0.245
H -0.609 -0.152 1.774
H -1.199 -1.988 -0.411

=====

Molecular formula: C19H47Cl4O16P3
Method: DFT, ωB97M-V/def2-TZVPD

Calculated values
E in Eh: -4821.09706
2S+1: 1
Gap between HOMO and LUMO in Ha: 0.39520

Cartesian coordinates (Å):
C -5.892 1.646 -0.531
O -5.700 1.065 0.763
P -5.875 1.813 2.146
O -6.545 1.018 3.166
O -6.519 3.193 1.769
C -7.344 3.855 2.733
O -4.402 2.250 2.538
C -3.478 1.267 3.010
H -4.944 1.558 -1.056
H -6.197 2.688 -0.533
H -6.640 1.048 -1.047
H -7.600 4.843 2.360
H -6.804 3.964 3.673
H -8.272 3.304 2.870
H -2.684 1.775 3.551
H -3.031 0.748 2.156
H -3.979 0.514 3.615
C -0.749 0.002 -1.896
O -0.231 -0.204 -0.592
P 0.955 0.662 -0.025
O 1.493 0.124 1.217
O 1.952 0.849 -1.224
C 2.637 -0.271 -1.751
O 0.415 2.143 0.078
C -0.550 2.424 1.079
H -0.187 0.755 -2.461
H -1.767 0.377 -1.868
H -0.681 -0.907 -2.494
H 3.715 -0.129 -1.795
H 2.236 -0.567 -2.724
H 2.518 -1.170 -1.136
H -1.570 2.224 0.739
H -0.493 3.446 1.441
H -0.423 1.776 1.956
C 1.035 2.168 5.831
O 0.536 1.083 6.606
P -0.637 0.165 6.108
O -0.719 -1.126 6.772
O -1.903 1.092 6.296
C -3.187 0.540 6.544
O -0.394 0.137 4.540
C -0.982 -0.934 3.775
H 0.309 2.610 5.153
H 1.930 1.884 5.275
H 1.380 2.922 6.540
H -3.921 0.889 5.821
H -3.544 0.837 7.534
H -3.163 -0.551 6.589
H -1.151 -0.534 2.779
H -1.843 -1.372 4.275
H -0.244 -1.730 3.663
C 3.261 -4.034 -0.674
C 2.728 -4.597 -1.962
O 2.779 -3.663 -3.044
C 1.639 -3.474 -3.722
C 1.834 -2.753 -5.027
O 0.547 -3.780 -3.309
H 3.333 -4.843 0.057
H 2.668 -3.216 -0.264
H 4.291 -3.673 -0.754
H 3.406 -5.420 -2.239
H 1.792 -5.140 -1.871
H 2.658 -2.045 -4.889
H 0.938 -2.178 -5.243
H 2.092 -3.372 -5.883
C 4.843 -0.303 -6.200
C 5.264 -0.659 -4.799
O 5.663 -2.054 -4.803
C 6.037 -2.549 -3.621
C 6.369 -4.015 -3.628
O 6.106 -1.889 -2.612
H 4.139 -1.023 -6.608
H 5.680 -0.102 -6.864
H 4.322 0.660 -6.128
H 6.117 -0.089 -4.438
H 4.431 -0.566 -4.103
H 5.885 -4.505 -2.786
H 7.444 -4.100 -3.465
H 6.090 -4.503 -4.557
Cl -2.454 -1.087 -5.190
C -3.847 -1.221 -4.144
Cl -4.148 0.265 -3.238
H -4.751 -1.478 -4.683
H -3.642 -2.015 -3.434
Cl 3.060 6.179 1.049
C 1.833 5.348 1.999
Cl 1.760 6.012 3.645
H 0.859 5.418 1.531
H 2.111 4.302 2.076

=====

Molecular formula: C12H9Cl2FN3
Method: DFT, ωB97M-V/def2-TZVPD

Calculated values
E in Eh: -1646.77331
Net charge: +1
2S+1: 1
Gap between HOMO and LUMO in Ha: 0.18118

Cartesian coordinates (Å):
C 0.544 -0.783 2.207
C 1.539 -1.660 1.831
N 2.466 -2.366 1.640
N -0.782 -1.154 2.085
C -1.758 -0.374 2.677
C -3.088 -0.661 2.487
C -3.474 -1.786 1.747
C -2.475 -2.617 1.242
C -1.137 -2.320 1.428
H 0.777 0.064 2.850
H -1.384 0.462 3.268
H -3.820 0.018 2.918
H -4.524 -2.005 1.574
H -2.700 -3.517 0.674
H -0.337 -2.971 1.079
Cl -1.039 0.535 -2.038
C 0.471 1.275 -2.335
N 1.425 1.230 -1.381
F 1.146 0.502 -0.140
C 2.647 1.777 -1.564
Cl 3.810 1.661 -0.323
C 2.936 2.430 -2.762
C 1.974 2.511 -3.766
C 0.731 1.924 -3.542
H 3.928 2.864 -2.874
H 2.187 3.016 -4.700
H -0.065 1.946 -4.283

=====

Molecular formula: C3H8N2
Method: DFT, ωB97M-V/def2-TZVPD

Calculated values
E in Eh: -228.28343
Net charge: +1
2S+1: 2
Gap between HOMO and LUMO (alpha / beta) in Ha: 0.43993 / 0.29163

Cartesian coordinates (Å):
C -1.345 -0.339 -0.626
C -0.248 0.680 -0.993
N 0.914 0.001 1.658
C 1.505 -0.187 0.498
N 1.085 0.330 -0.621
H -0.856 -1.256 -0.961
H -1.651 -0.464 0.406
H -2.249 -0.111 -1.186
H -0.207 0.744 -2.084
H -0.448 1.715 -0.677
H 1.183 -0.579 2.442
H -0.047 0.320 1.663
H 2.364 -0.855 0.481

=====

Q: Which value of 2S+1 does entry 6 give?
A: 1